(1)
Computed, not measured: C2H3NO2S as an isolated structure in a non-equilibrium geometry, with ωB97M-V/def2-TZVPD.

CARTESIAN COORDINATES (ANGSTROEM)
1 H -2.275453 0.742331 -0.523564
2 S -0.473351 -1.863218 0.497503
3 N 1.359306 0.314061 0.338187
4 O 1.668036 1.374929 -0.018955
5 O 1.961319 -0.608210 0.811415
6 C -0.425964 -0.187225 -0.022203
7 H 0.379543 -2.382187 -0.295573
8 C -1.280330 0.776826 -0.283654
9 H -0.913106 1.832695 -0.503152

Forces on atoms 1 to 6 (eV/Å):
H -2.4 -1.0 -0.3
S -2.5 1.3 1.2
N -4.3 -3.3 -0.6
O 1.3 2.5 -0.4
O 0.8 0.8 0.1
C 2.3 -0.2 1.2

Values from the calculation:
- relative energy (zero: lowest compared OMol25 entry of this formula, charge and spin) (eV) = 5.5824
- strongest force on any atom (eV Å⁻¹) = 5.469
- gap between HOMO and LUMO (eV) = 9.795
- HOMO level (eV) = -9.554


(2)
Computed, not measured: a 3-piece molecular cluster, C18H38Cl2N3O3 overall, with ωB97M-V/def2-TZVPD.

CARTESIAN COORDINATES (ANGSTROEM)
1 O -1.047547 5.177138 -0.448934
2 H -2.179831 1.707656 0.505929
3 H 0.371491 1.817024 2.910523
4 C 0.293345 -0.743689 2.488987
5 H -2.598343 -3.915528 3.584240
6 N -0.517663 1.621424 2.468512
7 H 0.309752 0.301533 -1.451654
8 H 3.173227 -3.763091 -1.672618
9 H -4.029588 -0.705113 3.373146
10 H 1.492036 4.203259 -0.020002
11 H 1.118793 2.586411 -0.634513
12 H -2.644686 5.186629 -2.661266
13 H -3.777793 -2.079828 4.435119
14 H -4.841817 -2.248631 3.038942
15 C 0.908337 -2.223123 4.439485
16 C -2.265849 -1.557227 1.357844
17 H -1.437275 5.907643 -3.734013
18 H 2.299427 -0.887980 -2.281748
19 C 2.938164 -1.618154 -1.779607
20 H -1.845755 1.121008 -1.642750
21 H 4.157940 -2.023122 -4.163187
22 H 1.090042 -3.053518 3.757930
23 H -1.199414 3.233808 -1.134548
24 H 4.622009 -5.035789 -3.816549
25 H 3.643011 -3.273880 -5.281295
26 C -0.308571 -0.048460 -0.623293
27 H -1.262045 6.881900 -1.466953
28 H -1.393134 -2.086646 0.971055
29 H 3.972231 -1.377573 -2.025183
30 C -0.509892 0.358168 1.771390
31 C -1.767480 0.287487 -0.944327
32 H 2.813827 -1.509124 -0.701057
33 C -0.599787 3.844439 -0.432974
34 H -2.315647 -0.561548 -1.351357
35 H 5.838519 -3.842511 -4.294527
36 H -1.187975 4.285235 -3.105616
37 H -3.055584 -1.680187 0.599894
38 H -3.444754 0.665286 0.253248
39 Cl -1.053485 -0.372276 4.769737
40 O 2.579482 -3.245147 -3.592143
41 H 5.167155 -3.808970 -2.669093
42 C -2.751403 -2.314017 2.584047
43 C -3.913272 -1.788846 3.391532
44 C 2.553005 -3.028084 -2.198190
45 Cl 1.468272 -1.589317 1.540493
46 C 0.876890 3.644115 -0.725087
47 C 4.926434 -3.993490 -3.717076
48 N -2.429966 0.726560 0.325643
49 H -0.140142 -1.125822 -0.539976
50 C -0.861943 5.888885 -1.665755
51 H -0.812000 3.486790 0.577129
52 H -2.586402 0.326660 2.355315
53 H 0.205102 6.012099 -1.877288
54 H 1.855042 -1.835121 4.824771
55 C -1.574904 5.275601 -2.857232
56 H 0.334799 -2.594820 5.288196
57 H 1.145370 3.963526 -1.732882
58 C 0.141819 -1.133932 3.754488
59 C 3.836937 -3.069048 -4.229104
60 O 0.112977 0.662846 0.519896
61 H -1.244903 1.677832 3.165693
62 H 1.518881 -3.227230 -1.907715
63 N -2.184034 -3.425496 2.790552
64 C -1.981432 -0.064625 1.535774

Forces on atoms 1 to 6 (eV/Å):
O -0.1 0.0 0.1
H 0.0 0.0 0.0
H 0.0 0.1 -0.1
C -0.2 0.0 0.1
H 0.0 0.0 0.0
N -0.3 0.0 -0.2

Values from the calculation:
- relative energy (zero: lowest compared OMol25 entry of this formula, charge and spin) (eV) = 0.1230
- strongest force on any atom (eV Å⁻¹) = 0.440
- gap between HOMO and LUMO (eV) = 8.615
- charge = +1
- HOMO level (eV) = -11.588


(3)
Computed, not measured: C16H42F6O13S9Zn as an isolated structure in a non-equilibrium geometry, with ωB97M-V/def2-TZVPD.

CARTESIAN COORDINATES (ANGSTROEM)
1 C 1.049257 -7.505230 -6.025421
2 O 4.422015 2.623251 -7.061689
3 O 3.285972 -2.364256 6.809693
4 O -1.455435 1.891764 1.117215
5 F -2.160026 -0.809772 -0.245834
6 H 2.523132 5.687014 -0.157062
7 C -1.730390 -6.733916 5.419879
8 H -0.984930 -8.191599 2.054051
9 H 0.801836 -8.210398 -3.510822
10 H 6.329746 0.066885 -6.051716
11 C 4.255127 -0.747303 8.889249
12 H -0.039519 -7.478494 -5.981401
13 C -0.679752 6.439047 4.717058
14 O 5.163727 4.577237 0.876342
15 F 5.528673 -0.749565 8.345527
16 H 2.418053 1.018697 -5.482421
17 F -0.187185 -1.681940 0.099540
18 H -6.663120 -2.456271 -4.863210
19 C -3.685975 6.092108 -2.226106
20 O 2.873827 -6.808578 -4.034429
21 S -0.482383 -7.391234 4.194285
22 O 1.566571 -1.280550 8.263192
23 H -6.598763 -1.768915 -3.206725
24 H -0.592451 7.736304 -3.714832
25 H -3.168240 5.240822 -2.668100
26 H 1.511660 -8.488705 -5.941374
27 H -1.258133 4.780498 7.116943
28 S 1.568199 -6.303435 -4.634303
29 O 0.020484 1.239597 -0.631847
30 H -1.076035 6.088465 -3.657654
31 H -2.229475 -5.872378 4.976300
32 S -2.266691 7.307600 -1.870854
33 H 1.404384 -6.983852 -6.914322
34 H 6.102385 4.861782 -2.033190
35 C -0.412258 4.391263 6.550305
36 H 3.222238 7.074699 0.738182
37 H 4.905044 5.979066 -2.540747
38 S -8.266068 -3.550907 -3.313874
39 H -0.712595 3.601650 5.861524
40 O 1.704783 5.184869 4.883137
41 C -1.037790 -0.844613 0.589024
42 H -7.449599 -3.173541 -0.961152
43 H 5.075889 0.933468 -5.070216
44 S 5.039028 5.752347 -0.110617
45 H 0.001132 3.863867 7.409990
46 H -1.574345 5.864390 4.957000
47 C -1.611358 -7.973119 2.918893
48 C 5.265815 0.237570 -5.887385
49 C -7.803638 -4.037105 -1.524201
50 C 3.331469 6.417526 -0.124543
51 Zn 3.917873 2.342518 3.746170
52 H -4.426819 6.562251 -2.872819
53 O 0.033527 -8.548095 5.024016
54 H -1.995458 7.340786 -4.514963
55 O 0.780444 0.954387 1.570068
56 H -2.133339 -8.910227 3.112448
57 O -2.893625 8.728413 -1.893100
58 C 5.069136 5.154632 -1.846856
59 C -6.671368 -2.682405 -3.796953
60 H 2.595962 -0.505949 -6.418763
61 F -1.430939 -1.170522 1.784906
62 O 2.969408 0.030132 6.651513
63 H 4.428503 4.307133 -2.090677
64 H -0.256999 6.356693 3.715765
65 S 0.639264 5.774175 5.791443
66 H -0.948494 7.452585 5.014783
67 H -5.777588 -3.278137 -3.611567
68 S 4.216416 1.084020 -7.173522
69 S 2.815079 -1.159733 7.483189
70 H -0.562930 -7.227722 -3.845604
71 H 3.310264 6.902221 -1.100614
72 C -1.470333 7.102384 -3.590028
73 H -2.431886 -7.282595 2.723923
74 H -1.222777 -6.196763 6.221077
75 H -8.690053 -4.395397 -1.000764
76 H -4.110529 5.847192 -1.252536
77 O -9.228468 -2.334916 -3.299672
78 H 4.738319 -0.630704 -5.492490
79 H 1.827512 0.788165 -7.170346
80 F 3.956767 0.427647 9.295610
81 H -7.079036 -4.847336 -1.443049
82 H -2.540245 -7.377452 5.763527
83 C 0.462277 -7.175131 -3.479164
84 H 0.480152 -6.747411 -2.476744
85 F 4.168147 -1.754333 9.852060
86 C 2.627678 0.582838 -6.459243
87 S -0.410135 0.940552 0.737691

Forces on atoms 1 to 6 (eV/Å):
C 0.5 1.9 0.3
O -0.5 -3.1 0.4
O -0.6 0.6 0.4
O 0.4 -1.8 0.5
F 1.5 -0.1 1.0
H 0.3 -0.4 0.3

Values from the calculation:
- relative energy (zero: lowest compared OMol25 entry of this formula, charge and spin) (eV) = 13.0431
- strongest force on any atom (eV Å⁻¹) = 4.522
- gap between HOMO and LUMO (eV) = 1.771
- HOMO level (eV) = -8.889


(4)
Computed, not measured: C37H56AlAsBN9O as an isolated structure, with ωB97M-V/def2-TZVPD.

CARTESIAN COORDINATES (ANGSTROEM)
1 C -5.586885 -0.718000 0.249992
2 H -5.157611 -0.139778 -0.571687
3 H -5.984153 2.001712 1.293388
4 O -0.230281 -1.468262 -0.705715
5 H -5.706195 -2.012242 -3.105935
6 H 1.409626 3.211249 0.999704
7 C 4.006922 -2.488393 -1.325534
8 H -0.937802 -4.230880 -3.957295
9 N 2.831748 -1.615086 -1.265624
10 C -4.643266 -1.909966 -3.279950
11 H -5.956200 -1.667356 -0.139798
12 C 2.904184 -0.797243 -0.177489
13 N -0.740511 4.138044 -0.438552
14 H -4.643635 2.972758 1.898484
15 H 0.215706 0.522876 5.138341
16 N -1.842006 2.408255 -1.288122
17 H 2.031772 2.802550 -0.611019
18 H -3.695777 3.353235 -1.009845
19 C 2.279884 1.274885 0.877443
20 H 5.758088 -1.329123 -0.678684
21 C -3.739582 -2.340183 -2.319307
22 H -3.090342 -4.995487 -1.010052
23 H 1.464906 -0.446922 -2.307976
24 C -2.700900 0.615648 1.597733
25 C -4.546866 -0.983654 1.335651
26 H -5.013727 -1.521707 2.161884
27 H 2.950810 -0.812621 -3.206445
28 H -3.973417 -6.271801 0.915617
29 H -1.049159 0.652174 -2.093489
30 C -2.743778 3.532974 -1.513980
31 H 4.448542 -2.465638 -2.320149
32 H 0.544916 -6.004354 -4.815221
33 C 1.185363 -4.515612 -1.309359
34 H -2.522978 5.202145 -0.114646
35 C 0.135995 -4.046298 -2.096426
36 C -1.412941 -3.439708 1.508695
37 C 1.485454 2.418579 0.256012
38 H -1.553394 -3.945620 3.583170
39 H -2.467203 -0.817701 -5.638195
40 C 0.255825 -0.568889 3.263172
41 H 2.830739 -5.880640 -1.194312
42 H -0.767593 -1.216736 5.076491
43 H 1.340895 -4.102654 -0.317945
44 C -5.406625 2.247745 2.183676
45 H 2.423688 -6.823601 -3.443283
46 H 1.718833 -2.072883 -2.972570
47 Al 0.003373 -0.036108 0.300388
48 N -3.947476 0.230849 1.888152
49 H -1.045958 1.824309 2.138680
50 C 4.380381 -0.639042 1.856958
51 H -1.620891 1.823709 -3.295846
52 H -4.221743 1.276831 3.698240
53 H 3.338738 1.522866 0.843936
54 H -2.605403 2.640363 2.333529
55 C -1.911916 -1.671167 -3.753231
56 H 0.088429 5.072082 1.281733
57 H -4.890940 -1.032604 -5.219148
58 H 1.239943 -1.195981 5.157940
59 H -6.075262 2.722483 2.901362
60 H 1.225279 4.833028 -0.066303
61 N -1.989399 0.099045 0.625135
62 H 3.480165 -0.455739 2.438377
63 C -4.793365 0.998405 2.813721
64 N 0.172364 1.920901 -0.181099
65 H 1.983488 1.168943 1.922619
66 C -1.858564 -3.729688 0.224324
67 B 0.248081 -0.632612 4.784287
68 H 3.716795 -3.516064 -1.096825
69 H 5.012156 0.250967 1.874362
70 C -1.818952 1.382640 -2.313003
71 C -2.077322 1.693320 2.439640
72 C -2.375848 -2.221765 -2.560544
73 C 0.728236 -5.577602 -3.838521
74 H -2.100177 1.406838 3.491942
75 H -0.845421 -1.581383 -3.931103
76 C -1.903748 -4.165923 2.583156
77 C 0.197058 5.055541 0.195649
78 C -0.108741 -4.581562 -3.355585
79 C -2.832269 -5.175538 2.367007
80 H -2.784087 0.874859 -2.351028
81 H 5.357696 -2.675291 0.389921
82 H -2.492352 -0.592293 0.081800
83 C -0.720708 2.798513 -0.605902
84 N 0.203369 -0.486358 2.106814
85 C -4.183736 -1.364033 -4.470559
86 H -5.589286 0.336493 3.148916
87 C -3.263727 -5.471872 1.079340
88 H -3.761658 -1.631891 0.950495
89 C 1.783740 -6.037767 -3.064586
90 H -0.022441 6.054005 -0.176215
91 C 4.933196 -1.908052 -0.254876
92 N 4.037208 -1.036833 0.503817
93 C 2.016386 -5.507279 -1.800796
94 As -1.076572 -2.811108 -1.270447
95 H -4.097045 -2.772563 -1.391426
96 H -6.439900 -0.169373 0.646661
97 C -2.773938 -4.756230 -0.000663
98 H 4.929422 -1.450182 2.331692
99 N 1.957840 0.072356 0.110117
100 C -1.984520 4.725573 -0.935583
101 C 2.205981 -1.212128 -2.510975
102 H -3.214182 -5.744017 3.204575
103 H -2.940798 3.655492 -2.580498
104 H -1.768079 5.487969 -1.685023
105 C -2.819105 -1.241141 -4.706999
106 H -0.693305 -2.648005 1.666959

Forces on atoms 1 to 6 (eV/Å):
C 0.1 0.0 0.1
H 0.0 0.0 0.0
H 0.0 0.0 0.0
O 0.2 -0.2 -0.3
H 0.0 0.0 0.0
H 0.0 -0.2 0.0

Values from the calculation:
- relative energy (zero: lowest compared OMol25 entry of this formula, charge and spin) (eV) = 0.0000
- strongest force on any atom (eV Å⁻¹) = 0.804
- gap between HOMO and LUMO (eV) = 9.260
- charge = +2
- HOMO level (eV) = -13.799


(5)
Computed, not measured: C5H3NO as an isolated structure in a non-equilibrium geometry, with ωB97M-V/def2-TZVPD.

CARTESIAN COORDINATES (ANGSTROEM)
1 H -2.701701 -0.953584 -0.260051
2 C -0.433193 -0.653478 -0.172286
3 O -1.105917 1.657247 0.250606
4 C 2.034828 -0.308049 -0.023502
5 H 0.796861 2.291473 0.392490
6 H -0.847457 -1.920504 -0.278459
7 C 0.100868 1.454421 0.237131
8 C -1.642764 -0.942182 -0.113718
9 N 3.108602 -0.753588 -0.028355
10 C 0.689870 0.128244 -0.003855

Forces on atoms 1 to 6 (eV/Å):
H 0.1 -0.4 -0.2
C -0.6 0.0 0.0
O 0.5 0.1 0.1
C 0.8 -0.4 0.0
H 0.2 -0.2 0.0
H 0.1 -0.1 0.1

Values from the calculation:
- relative energy (zero: lowest compared OMol25 entry of this formula, charge and spin) (eV) = 4.2902
- strongest force on any atom (eV Å⁻¹) = 1.226
- gap between HOMO and LUMO (eV) = 8.327
- HOMO level (eV) = -8.825


(6)
Computed, not measured: C28H21MgN5O3 as an isolated structure, with ωB97M-V/def2-TZVPD.

CARTESIAN COORDINATES (ANGSTROEM)
1 N -0.230534 -2.653290 1.067084
2 H 2.725956 3.050186 -0.572082
3 H 5.783868 2.620285 -3.109930
4 C -5.481138 -2.250250 1.903841
5 H 3.483849 1.060061 3.485249
6 C 0.494294 -3.337658 3.314237
7 O -0.227173 2.306073 -1.383374
8 C -3.088650 -1.167062 2.242910
9 H 2.043012 5.795391 -3.549706
10 N 1.322001 3.486426 -2.530473
11 C 0.751874 -4.816111 1.274694
12 H 7.329618 4.800901 -3.414579
13 C -6.596598 -1.658361 2.508792
14 C 0.012489 -4.037354 -0.857287
15 C 1.703725 1.816795 0.702505
16 H -0.847823 -2.069483 -0.810152
17 H 0.552006 3.759701 -3.119017
18 C 0.908294 2.731326 -1.459627
19 O 1.110252 -4.156769 3.971895
20 C 1.519388 0.349472 3.013109
21 H -4.798382 -3.869387 0.679029
22 H 6.632987 6.037092 -4.459680
23 N 1.857218 2.549268 -0.474177
24 O -0.028802 -2.241935 3.722861
25 C -0.381948 -2.865299 -0.240373
26 C -8.013872 -3.364865 1.601994
27 H 3.657703 2.387825 1.393114
28 C 5.214323 4.586989 -3.748390
29 N -10.364517 -4.409527 1.315262
30 H 3.530567 1.938366 -2.445164
31 N 0.500731 0.361117 2.155375
32 C 6.591501 4.981204 -4.196891
33 C -5.658557 -3.409554 1.145803
34 C 2.763771 1.814546 1.610181
35 H 1.402409 -0.275418 3.888935
36 C -4.186385 -1.664008 2.070475
37 H -0.138200 -4.162018 -1.920067
38 C 2.863899 5.094837 -3.461810
39 C -9.320533 -3.945581 1.442632
40 C 0.571648 1.073337 1.025081
41 C 4.970043 3.329492 -3.205603
42 C 2.672679 1.079930 2.772274
43 H -0.285611 1.062187 0.369963
44 C -7.854914 -2.207708 2.361207
45 H -8.713465 -1.746934 2.829734
46 Mg -1.006208 -1.105339 2.429463
47 H 1.193794 -5.541339 1.941962
48 C 4.135235 5.454227 -3.879118
49 H 4.289667 6.439445 -4.302034
50 H -6.453477 -0.761172 3.094487
51 C 2.636447 3.836609 -2.917140
52 H 0.901451 -5.967072 -0.530329
53 C 0.587861 -5.033696 -0.081249
54 H -7.051418 -4.863460 0.408277
55 H 6.900544 4.409459 -5.073720
56 C -6.914089 -3.965306 0.994499
57 C 3.700068 2.943573 -2.808213
58 C 0.327127 -3.610165 1.813262

Forces on atoms 1 to 6 (eV/Å):
N -0.1 0.2 0.1
H 0.0 0.0 0.0
H 0.0 0.0 0.0
C -0.1 0.2 0.1
H 0.0 0.0 0.0
C 0.1 0.0 0.1

Values from the calculation:
- strongest force on any atom (eV Å⁻¹) = 0.720
- gap between HOMO and LUMO (eV) = 7.969
- HOMO level (eV) = -8.170